Molecular formula: C32H64NO13P
Method: DFT, ωB97M-V/def2-TZVPD

Properties
SMILES string = CCP(CC)[C@H]1CCC(=O)N1.CCOC(C)=O.CCOC(C)=O.CCOC(C)=O.CCOC(C)=O.CCOC(C)=O.CCOC(C)=O
frontier orbital gap = 7.67 eV
multiplicity = 1
LUMO energy = 0.5 eV
E_HOMO = -7.1683 eV

```
111
Properties=species:S:1:pos:R:3:forces:R:3
P -1.980 -2.393 -0.665 0.78 -0.98 -1.29
O 2.557 -4.453 1.308 -0.10 -0.09 -0.76
O 6.534 -3.136 1.662 -0.17 -0.32 0.59
O 5.647 -4.082 3.454 -0.01 -0.43 -0.34
O 6.771 -4.669 -3.382 -0.45 0.01 0.40
O -1.818 6.357 0.996 -0.10 -0.43 -0.39
O -0.927 7.296 -0.799 -0.26 -0.33 0.60
O 6.955 -6.747 -2.630 -0.01 0.88 -0.28
O -6.067 8.250 5.317 -0.05 -0.16 -0.79
O -2.708 2.069 -3.541 -0.17 -0.60 0.17
O 2.415 -4.806 -0.873 -0.43 0.52 -0.03
O -6.068 8.007 3.117 0.55 -0.20 -0.02
O -6.454 -4.677 1.130 2.23 2.65 -2.24
O -1.380 2.278 -1.782 -0.49 0.03 -0.69
N -4.265 -3.801 0.540 -0.52 -1.06 -0.92
C -8.189 7.875 4.349 -0.30 -0.60 0.06
C -0.817 -3.493 0.338 0.58 -0.31 0.77
C 7.487 -5.780 -3.126 -0.02 -0.75 0.04
C -2.249 4.305 -2.632 -0.50 0.23 0.39
C 6.524 -3.251 2.866 0.00 0.41 -0.41
C 7.418 -2.405 3.728 0.62 -0.19 0.18
C 7.537 -3.355 -5.279 0.08 -0.16 -0.17
C -7.421 8.693 1.217 -0.15 0.18 0.07
C -2.235 0.353 0.400 -0.23 0.18 0.44
C 2.909 -6.586 -2.453 0.01 -0.26 0.13
C -6.694 8.030 4.308 -0.05 0.32 0.69
C 3.068 -4.890 0.301 0.15 -0.21 0.74
C -2.536 7.021 3.223 0.00 0.20 -0.05
C -1.104 -5.061 0.228 0.71 -0.52 0.47
C -1.787 6.005 2.387 -0.08 0.14 0.35
C 5.680 -4.442 4.841 -0.10 0.13 0.26
C -3.117 3.212 -5.647 0.18 0.16 -0.05
C -2.098 2.810 -2.597 0.60 0.28 0.35
C -6.167 -2.727 -0.559 -0.81 -0.04 -0.84
C 4.383 -5.614 0.353 0.57 0.33 -0.06
C -4.801 -2.504 -1.409 -0.97 -0.80 1.07
C -6.670 7.565 1.893 -0.20 0.12 -0.18
C 8.927 -5.831 -3.555 0.50 0.19 0.41
C -0.941 7.187 0.406 0.07 0.41 -0.44
C 7.340 -3.413 -3.778 0.12 0.14 -0.25
C -3.725 2.563 -4.422 0.03 0.16 -0.21
C -3.788 -2.554 -0.133 -2.46 1.27 -0.19
C 4.935 -3.428 5.684 -0.04 0.25 0.01
C 3.007 -5.108 -2.144 0.15 -0.20 -0.18
C -0.052 8.041 1.267 0.62 -0.20 0.18
C -5.763 -3.866 0.496 -0.24 0.18 0.49
C -1.311 -0.636 -0.453 0.57 1.10 1.06
H -5.849 7.245 1.247 0.09 0.05 0.26
H -4.311 1.694 -4.730 0.19 -0.06 0.21
H -0.707 -5.536 -0.742 -0.76 0.99 1.29
H -2.074 8.010 3.164 0.04 -0.08 0.07
H -2.780 -0.227 1.230 0.80 0.84 -1.21
H -2.562 6.717 4.271 -0.02 0.01 -0.07
H -8.461 7.402 5.293 0.10 0.27 0.00
H -1.650 1.188 0.930 -0.65 -1.28 -0.98
H 6.705 -4.600 5.184 -0.02 0.12 -0.08
H -4.070 -4.502 -0.212 0.27 -0.14 1.16
H 1.868 -6.917 -2.413 0.02 0.12 -0.07
H -7.295 6.683 2.057 -0.01 0.11 0.09
H -0.496 -5.562 1.067 -0.90 0.72 -1.22
H 6.929 -1.449 3.923 0.02 -0.08 0.01
H -4.757 -3.461 -2.048 0.60 1.47 0.78
H 8.350 -2.227 3.188 -0.24 0.12 -0.09
H 7.913 -2.375 -5.581 -0.03 -0.04 0.04
H -3.210 4.638 -3.020 0.10 0.03 -0.22
H 8.987 -6.248 -4.562 -0.01 0.05 0.06
H -1.032 -0.191 -1.475 -0.77 -0.71 1.56
H -1.440 4.734 -3.225 -0.07 0.00 0.05
H 5.399 -2.440 5.630 0.05 -0.09 0.06
H 6.623 -2.645 -3.482 -0.06 -0.27 0.12
H -2.455 2.512 -6.162 -0.13 -0.03 0.05
H -4.198 -1.707 0.524 1.02 -0.88 -0.75
H 3.461 -7.185 -1.726 0.08 0.08 -0.11
H 7.695 -2.877 4.668 -0.19 0.11 0.10
H -2.184 4.683 -1.610 0.27 -0.03 -0.15
H -0.545 8.996 1.455 0.02 -0.08 0.02
H -3.015 0.881 -0.241 0.97 -0.84 0.76
H 4.910 -3.739 6.731 0.01 -0.01 -0.07
H -4.757 -1.594 -2.086 -0.13 -1.04 1.06
H 0.239 -3.326 -0.092 -1.66 -0.05 0.54
H 0.881 8.218 0.729 -0.24 0.12 -0.10
H -6.516 -1.758 -0.077 0.55 -1.25 -0.27
H -2.286 5.037 2.469 0.06 0.08 -0.29
H -0.761 5.851 2.732 -0.03 0.10 -0.11
H 4.964 -5.535 -0.564 -0.08 -0.24 -0.07
H 8.243 -4.114 -5.623 0.03 0.10 0.05
H 5.177 -5.409 4.918 0.04 0.09 -0.28
H -6.759 9.545 1.047 0.03 -0.13 -0.03
H -2.184 -5.365 0.397 1.34 0.55 -0.26
H 2.436 -4.548 -2.889 -0.10 0.08 0.28
H -7.057 -3.084 -1.196 1.38 0.41 0.98
H -3.896 3.531 -6.343 0.02 -0.04 0.05
H 3.908 -3.315 5.328 0.07 -0.12 0.01
H -0.309 -0.717 0.111 -1.47 -0.14 -0.80
H -3.562 7.130 2.865 0.05 -0.08 0.09
H -4.415 3.227 -3.894 0.15 0.03 0.01
H -8.654 8.861 4.295 0.03 -0.07 -0.03
H -2.514 4.084 -5.384 -0.12 0.00 0.01
H 6.593 -3.542 -5.796 0.02 0.09 0.10
H -7.825 8.367 0.257 0.04 0.00 0.05
H 0.222 7.574 2.210 -0.19 0.12 0.10
H 4.205 -6.665 0.590 -0.02 0.04 -0.09
H 3.306 -6.800 -3.447 0.01 0.04 0.07
H -8.249 9.052 1.834 0.00 -0.10 -0.06
H -8.584 7.236 3.562 -0.04 0.20 -0.13
H 9.427 -4.866 -3.524 -0.06 0.02 -0.23
H 4.992 -5.167 1.140 -0.24 -0.10 0.03
H 9.469 -6.480 -2.865 -0.19 -0.11 -0.18
H 4.034 -4.736 -2.199 -0.03 -0.12 0.11
H -0.742 -3.192 1.440 -0.21 -0.44 -1.40
H 8.260 -3.205 -3.226 -0.03 -0.13 -0.05
```
Positions in Å, forces in eV/Å.